[1]
Molecular formula: C19H21BN2
Method: DFT, wB97M-V/def2-TZVPD

## Properties
total charge: 0
F_max: 2.76 eV/A
HOMO-LUMO gap: 7.17 eV
HOMO energy: -7.44 eV

```
43
Properties=species:S:1:pos:R:3:forces:R:3
C 4.64323 2.34284 3.27308 -0.20 0.46 -0.11
N 3.46712 1.54244 3.53195 0.29 -0.73 0.18
C 2.19544 2.05863 3.58979 -0.60 -1.25 0.31
C 1.31395 1.03781 3.92943 0.04 0.54 -0.35
C -0.16142 1.19138 4.09787 -0.06 0.91 -0.80
C -1.11310 0.06971 3.83127 0.22 -0.34 -0.88
C -0.95337 -1.11760 3.13175 -0.61 1.06 0.64
N -2.14329 -1.82024 3.16582 -0.43 0.56 0.21
C -2.31724 -3.14664 2.63396 0.20 -0.29 -0.10
C -3.10106 -1.07225 3.86043 1.11 -0.17 -0.18
C -4.38916 -1.41869 4.22522 -0.55 0.62 0.47
C -5.11012 -0.46561 4.97383 0.47 -0.48 -0.41
C -4.54499 0.78103 5.32058 0.25 0.05 -0.21
C -3.23391 1.10561 4.95388 -0.40 -0.05 0.12
C -2.49100 0.14880 4.26194 0.30 -0.97 -0.44
C 2.07131 -0.16229 4.11919 0.95 0.52 -0.20
C 1.76650 -1.46598 4.51489 0.63 -0.65 -0.06
C 2.80882 -2.40690 4.54317 -0.39 0.24 0.05
C 4.14441 -2.05758 4.25259 0.17 0.83 -0.20
C 4.47955 -0.72981 3.91383 -0.12 -0.87 0.16
C 3.43296 0.17543 3.84052 -0.59 1.09 -0.02
H 5.54865 1.73364 3.34504 -0.24 0.22 0.01
H 4.57966 2.79911 2.27288 0.15 -0.27 0.19
H 4.67912 3.17722 3.99214 0.23 -0.36 -0.11
H 2.02202 3.12445 3.40967 -0.01 -0.58 0.02
H -0.45380 2.08843 3.51516 -0.06 -0.41 0.04
H -0.35065 1.51059 5.10145 -0.15 0.14 1.11
H -0.08380 -1.51438 2.60568 -0.39 0.15 0.28
H -3.31844 -3.51268 2.88386 0.32 0.03 -0.12
H -2.18098 -3.16563 1.54238 -0.18 0.06 0.25
H -1.56331 -3.81860 3.06838 -0.29 0.03 -0.05
H -4.78023 -2.39636 3.94341 -0.22 0.37 0.20
H -6.12480 -0.70480 5.28150 0.16 0.10 -0.02
H -5.14327 1.50559 5.88101 0.19 -0.29 -0.23
H -2.78284 2.07853 5.18099 -0.39 -0.52 -0.02
H 0.73634 -1.73254 4.75817 0.53 -0.05 0.03
H 2.57294 -3.44373 4.79464 0.13 0.33 0.00
H 4.93322 -2.81439 4.29714 -0.34 0.27 0.00
H 5.49763 -0.38934 3.70771 -0.26 -0.44 0.10
B -0.74607 3.44373 6.55363 0.42 -2.15 -1.67
H -1.88132 2.96719 6.61219 0.80 1.00 0.63
H 0.17025 2.90954 7.18994 -0.82 0.98 -0.03
H -0.44629 3.94284 5.46042 -0.26 0.31 1.21
```
Positions in Å, forces in eV/Å.

[2]
Molecular formula: C19H21BrF4I2N2O3
Method: DFT, wB97M-V/def2-TZVPD

## Properties
total charge: 0
F_max: 3.98 eV/A
HOMO-LUMO gap: 4.67 eV
HOMO energy: -6.30 eV

```
52
Properties=species:S:1:pos:R:3:forces:R:3
C 4.14590 -4.14083 3.50401 0.01 -0.16 0.22
C 3.19356 -3.82046 2.84824 -0.53 -0.56 -0.54
C 2.02773 -3.66222 1.94648 0.50 0.30 -0.21
C 2.06245 -2.27361 1.24182 -0.11 -0.95 -0.52
C 0.94888 -2.29699 0.16699 0.56 -0.34 0.71
N 0.37327 -0.96507 -0.18021 -0.82 -1.61 -1.48
C -0.81585 -0.90581 -0.66844 -0.26 1.80 1.37
Br -1.85258 -2.27799 -1.38969 0.73 0.38 0.78
C -1.29856 0.59671 -0.54796 -1.55 -0.45 -1.03
C -2.55675 0.64520 -1.34193 0.89 1.27 -0.42
C -3.57680 0.75751 -1.96233 -0.43 -0.80 0.32
C -1.66587 1.13632 0.88505 -0.87 -1.04 0.59
C -3.11947 0.79918 1.35031 0.46 0.86 0.72
O -4.02685 1.83289 0.97500 0.28 -0.65 -0.52
C -3.09203 0.84212 2.90070 -0.20 -0.08 -0.56
F -4.32199 1.00101 3.42056 0.21 -0.27 -0.07
F -2.53832 -0.28372 3.35875 -2.95 2.65 0.31
F -2.36256 1.90876 3.31114 -0.12 -0.31 0.09
C 0.00723 1.34178 -0.93142 1.29 0.59 0.67
C 0.32154 1.75195 -2.38893 -0.05 -0.24 -0.02
I 2.02024 3.13161 -2.47440 -0.24 -0.27 0.12
C -0.82804 2.48379 -3.13843 -0.06 -0.91 -0.85
C -1.32067 1.58488 -4.32224 -0.24 1.05 -0.15
C 1.02026 0.36609 -0.17673 0.55 -0.21 0.55
C 2.41618 0.16922 -0.80347 0.79 0.15 -0.76
O 2.61240 -0.66156 -1.65278 -0.59 -0.01 0.02
N 3.51695 0.99354 -0.43574 -0.88 -0.68 1.43
C 3.52655 1.33605 0.95622 0.30 0.69 0.74
O 3.63193 0.60213 1.87241 0.01 -0.21 -0.20
F 3.44242 2.65875 1.17884 -0.14 -0.39 -0.69
H 4.92175 -4.53141 4.12972 -0.11 0.35 -0.16
H 1.08021 -3.77798 2.48855 0.27 0.24 0.09
H 2.05098 -4.45713 1.17934 0.20 0.18 0.25
H 3.02623 -2.21686 0.71678 -0.09 0.42 0.40
H 1.92100 -1.52470 2.02639 0.00 0.07 -0.39
H 0.12119 -2.90163 0.56399 0.03 0.53 -0.04
H 1.30670 -2.78658 -0.74669 0.02 0.36 0.04
H -4.55115 0.60666 -2.38882 0.35 0.37 -0.08
H -0.99343 0.73916 1.66525 0.02 -0.01 -0.44
H -1.61562 2.23309 0.90169 0.12 -0.33 -0.34
H -3.45276 -0.18825 1.00206 0.13 0.19 0.28
H -4.78947 1.37074 0.61328 -0.15 0.38 0.01
H 0.11839 2.27731 -0.36244 -0.61 -0.28 -0.05
H 0.66081 0.87050 -2.94944 -0.07 0.36 0.00
H -1.65649 2.77136 -2.47801 0.27 -0.20 -0.07
H -0.47780 3.40393 -3.61531 0.12 -0.20 0.44
H -2.19247 0.97806 -4.06565 0.41 -0.12 -0.03
H -1.62726 2.26704 -5.13188 -0.07 -0.32 0.19
H -0.50117 0.98820 -4.74505 -0.27 0.00 0.26
H 1.10488 0.58947 0.89897 0.05 0.44 -0.32
H 4.34311 0.41599 -0.58934 0.05 0.22 -0.36
I -0.68877 -1.77822 3.38484 2.81 -2.23 -0.29
```
Positions in Å, forces in eV/Å.

[3]
Molecular formula: C19H21BrN2O3
Method: DFT, wB97M-V/def2-TZVPD

## Properties
total charge: 0
F_max: 0.58 eV/A
HOMO-LUMO gap: 7.71 eV
HOMO energy: -7.06 eV

```
46
Properties=species:S:1:pos:R:3:forces:R:3
O -6.51279 -0.86059 -1.67145 -0.17 -0.08 -0.07
C -5.33669 -0.34504 -1.19484 0.20 0.19 0.07
C -4.36902 -1.22029 -0.71797 -0.37 0.10 -0.14
C -3.16921 -0.74198 -0.23569 0.06 0.08 0.07
C -2.89483 0.63144 -0.19799 -0.20 -0.05 -0.12
N -1.69302 1.09968 0.27965 0.26 0.16 0.12
C -0.87274 0.31547 1.17371 0.20 -0.17 0.11
C -0.12962 1.25563 2.12665 -0.27 -0.11 0.03
N 0.74488 2.19126 1.44181 -0.05 0.09 -0.02
C 2.17117 1.93233 1.51240 0.01 0.16 0.07
C 2.66046 0.77766 0.66610 0.06 0.08 -0.12
C 2.51024 -0.52558 1.12207 0.17 -0.18 -0.22
C 2.86399 -1.62416 0.35232 -0.04 0.08 -0.09
C 3.42617 -1.42780 -0.91375 -0.02 0.10 0.21
C 3.58817 -0.13374 -1.38535 -0.04 -0.16 0.04
C 3.20244 0.94169 -0.60647 0.09 0.02 -0.02
Br 3.50706 2.67696 -1.33933 0.02 -0.09 -0.02
O 3.84106 -2.46734 -1.69807 -0.12 0.34 -0.13
C 3.95227 -3.68564 -0.99394 -0.16 -0.36 0.43
C 2.72708 -3.89643 -0.10631 0.20 -0.21 -0.49
O 2.64499 -2.87450 0.86405 0.08 0.30 0.20
C 0.27436 2.50029 0.10211 -0.12 0.22 -0.09
C -1.24763 2.45324 0.04255 0.09 0.10 -0.04
C -3.88058 1.50011 -0.67710 0.17 0.01 0.05
C -5.07686 1.01719 -1.17240 -0.14 -0.25 -0.06
H -7.07947 -0.13788 -1.96441 0.08 -0.09 0.04
H -4.56966 -2.27980 -0.74114 -0.01 -0.14 0.00
H -2.42982 -1.45093 0.10171 0.09 -0.05 0.03
H -1.50790 -0.35416 1.76089 0.04 0.00 -0.03
H -0.14688 -0.29795 0.61660 -0.10 -0.04 0.13
H 0.44055 0.67554 2.85239 -0.02 0.01 0.01
H -0.87519 1.83765 2.68378 0.00 -0.20 0.05
H 2.42054 1.74617 2.55974 0.05 0.03 -0.05
H 2.67351 2.85430 1.20498 0.06 -0.16 0.11
H 2.10679 -0.71711 2.10347 -0.08 -0.03 0.16
H 4.02301 0.01070 -2.36127 0.06 0.02 -0.09
H 4.03751 -4.47058 -1.74614 0.00 0.02 0.11
H 4.85508 -3.67303 -0.36819 -0.07 -0.02 -0.09
H 2.79008 -4.83771 0.44079 0.00 0.04 -0.10
H 1.82295 -3.89152 -0.73035 0.07 -0.02 0.08
H 0.65873 1.79185 -0.64983 -0.02 0.08 0.02
H 0.62753 3.50189 -0.16244 -0.04 -0.09 -0.11
H -1.66568 3.16056 0.77438 -0.03 0.07 -0.10
H -1.56512 2.76194 -0.95698 0.02 0.04 0.08
H -3.72622 2.56687 -0.65355 0.04 0.11 0.02
H -5.82169 1.71332 -1.53722 -0.06 0.06 -0.02
```
Positions in Å, forces in eV/Å.

[4]
Molecular formula: C19H21BrN3O4Pt
Method: DFT, wB97M-V/def2-TZVPD

## Properties
total charge: +1
F_max: 2.42 eV/A
HOMO-LUMO gap: 7.77 eV
HOMO energy: -10.68 eV

```
49
Properties=species:S:1:pos:R:3:forces:R:3
Pt 0.74682 -0.88148 0.03060 0.69 0.70 -0.22
C 0.89922 6.07582 0.02760 -0.45 0.11 0.00
O 2.22322 5.58792 0.02860 0.47 -0.66 0.01
C 2.43302 4.25972 0.03390 -0.39 -0.48 0.03
C 3.77962 3.85322 0.03860 0.95 -0.96 -0.01
C 4.13022 2.51392 0.03690 -0.07 1.67 0.10
C 3.17452 1.48142 0.04970 -1.25 -0.64 -0.08
C 3.54412 0.10422 0.01630 -0.84 -0.08 -0.20
C 4.97102 -0.36678 0.02830 -0.14 0.03 -0.06
O 2.70592 -0.88168 -0.05790 1.41 0.58 0.21
C 1.77312 1.90342 0.03430 0.90 -0.30 -0.14
O 0.76942 1.09132 -0.00950 -0.60 0.09 0.17
C 1.45342 3.27762 0.03080 -0.05 0.35 0.03
H 0.97902 7.16032 0.02710 0.00 -0.07 0.00
H 0.35772 5.75372 0.92060 0.03 -0.01 -0.02
H 0.35852 5.75332 -0.86580 0.04 -0.01 0.02
H 4.54212 4.61672 0.04160 0.07 0.03 -0.03
H 5.17952 2.27822 0.02080 0.13 0.01 0.04
H 5.69782 0.43272 0.00500 0.04 0.03 0.00
H 5.13072 -1.01608 -0.83160 -0.04 0.00 -0.05
H 5.14592 -0.96998 0.91910 -0.08 0.01 0.07
H 0.40122 3.51742 0.02000 -0.04 0.03 -0.01
N -1.18438 -0.82818 0.09540 -2.04 -0.09 -0.08
C -2.34528 -0.90028 0.08510 2.42 0.05 0.08
N -3.61378 -1.09158 0.10130 -0.86 -0.28 0.04
C -4.39568 -1.18468 -1.12780 -0.44 0.38 -0.52
C -5.09458 0.15992 -1.37070 0.14 -0.23 -0.23
O -5.87538 0.52892 -0.26130 -0.11 -0.07 0.01
C -5.10928 0.64232 0.91240 0.14 -0.13 0.31
C -4.42218 -0.68738 1.24640 -0.44 0.52 0.36
H -5.14998 -1.96068 -0.97190 0.11 0.00 -0.06
H -3.75758 -1.45058 -1.97030 0.01 -0.03 0.08
H -5.78228 0.08002 -2.21250 0.12 0.01 -0.03
H -4.34088 0.93362 -1.58690 -0.07 -0.07 0.01
H -5.80418 0.91792 1.70490 0.10 0.03 0.03
H -4.34828 1.43112 0.80110 -0.08 -0.06 0.03
H -5.17868 -1.46168 1.39780 0.10 0.03 0.07
H -3.79828 -0.59688 2.13510 -0.02 -0.06 -0.05
Br 3.66332 -5.71308 0.74170 -0.23 0.12 -0.02
C 1.99072 -4.92618 0.34330 -0.21 -0.81 -0.08
C 0.88072 -5.72298 0.05520 0.13 0.98 0.01
C -0.29868 -5.05348 -0.26770 0.48 -0.45 0.13
C -0.33508 -3.68018 -0.28810 0.56 0.73 0.15
N 0.74422 -2.90778 0.01880 -0.05 -1.42 0.01
C 1.89312 -3.55388 0.32800 -0.38 0.52 -0.10
H 0.93712 -6.79728 0.06990 0.04 -0.16 0.01
H -1.18448 -5.61608 -0.50870 -0.15 -0.01 -0.06
H -1.24218 -3.16568 -0.56030 0.07 0.08 0.03
H 2.75562 -2.94058 0.54500 -0.12 0.02 0.01
```
Positions in Å, forces in eV/Å.

> HOMO energy of number 2 (C19H21BrF4I2N2O3)?

-6.30 eV

> Among the records above, which one has the lowest HOMO energy?

C19H21BrN3O4Pt